No. 1
Density functional theory data (ωB97M-V/def2-TZVPD) for 3 unconnected molecules or ions with the total composition CH7NO2 in a non-equilibrium geometry.

```
11
Properties=species:S:1:pos:R:3:forces:R:3
C -1.3807 2.0029 1.5094 0.1 -1.8 -0.7
N -1.9350 2.0125 0.3553 1.2 0.6 1.0
H -1.7418 1.2996 2.2594 -0.5 0.5 0.3
H -0.3732 2.3701 1.7158 -0.1 0.5 0.0
H -1.2607 2.5417 -0.2093 -0.6 0.1 -0.5
H 1.3659 -2.0976 -2.2119 0.1 0.1 0.1
H 2.2583 -1.4822 -3.2727 0.2 0.0 -0.3
O 1.8424 -1.2902 -2.4349 -0.3 0.0 0.3
H 0.7894 -1.1314 0.4976 -0.2 -0.7 0.3
H -0.2125 -2.2676 0.7901 -1.2 -0.3 -0.4
O 0.6479 -1.9578 1.0012 1.4 1.0 0.0
```
Forces are in eV/Å.

Results
Calculated total energy: -247.48594 hartree
Total charge: 0
Frontier orbital gap: 11.31 eV
LUMO level: 0.700 eV
HOMO energy: -10.6 eV
Multiplicity: 1

---

No. 2
Density functional theory data (ωB97M-V/def2-TZVPD) for a molecular structure, C5H11LuO3 in a non-equilibrium geometry.

```
20
Properties=species:S:1:pos:R:3:forces:R:3
O 2.5531 1.5401 0.3584 0.6 -0.1 -0.5
C 3.0269 0.4974 -0.0766 0.0 -0.5 0.7
C 2.2104 -0.7586 -0.0232 0.7 -0.3 -0.7
O 0.8845 -0.4064 0.2664 -0.2 0.6 0.4
C -0.1109 -1.3548 -0.0957 -0.4 -0.7 -0.4
C -1.4320 -0.8070 0.3812 -0.1 -0.7 0.4
O -1.5241 0.5268 -0.0851 1.0 0.5 0.0
C -2.7864 1.1328 0.1313 -1.1 0.4 0.2
Lu 0.3651 1.8995 0.3081 -0.1 -0.1 -1.2
H 4.0580 0.3819 -0.4555 -0.2 0.4 0.2
H 2.6127 -1.4336 0.7516 0.0 0.2 -0.2
H 2.3075 -1.2615 -1.0033 -0.2 0.0 0.3
H 0.0936 -2.3241 0.3811 -0.1 0.2 -0.1
H -0.1086 -1.4792 -1.1895 0.0 0.1 0.3
H -1.4917 -0.8213 1.4821 0.0 0.0 -0.3
H -2.2534 -1.4162 -0.0256 0.2 0.2 0.1
H -2.7327 2.1504 -0.2718 -0.1 -0.2 0.1
H -3.5691 0.5684 -0.3947 0.2 0.2 0.1
H -3.0174 1.1746 1.2066 0.0 0.0 -0.3
H 0.9144 2.1909 -1.6457 -0.4 0.0 0.9
```
Forces are in eV/Å.

Results
Calculated total energy: -1658.01168 hartree
<S²>: 0.753
Total charge: +1
Frontier orbital gap (alpha / beta): 4.46 / 8.43 eV
LUMO level (alpha / beta): -4.378 / -4.072 eV
HOMO energy (alpha / beta): -8.8 / -12.5 eV
Multiplicity: 2

---

No. 3
Density functional theory data (ωB97M-V/def2-TZVPD) for 2 unconnected molecules or ions with the total composition C28H31N2OS in a non-equilibrium geometry.

```
63
Properties=species:S:1:pos:R:3:forces:R:3
C -4.1509 -1.2416 -1.7813 -0.3 0.4 -0.2
S -2.6759 -0.1844 -1.7776 -0.5 -0.2 -0.6
C -3.3853 1.4362 -1.3922 -0.1 0.0 -0.3
C -1.8034 -0.5765 -0.3776 0.8 -0.3 1.3
C -1.5509 -1.9729 -0.1682 0.0 -0.2 -0.6
C -1.2402 -2.4373 1.2354 -0.2 -0.1 -0.1
C -1.9667 -1.9657 2.3363 0.4 0.1 0.0
C -1.6228 -2.3772 3.6312 0.0 -0.1 -0.3
C -0.5465 -3.2546 3.8148 0.0 0.1 -0.2
C 0.1388 -3.7747 2.7070 -0.4 0.0 0.1
C -0.2572 -3.4104 1.4223 0.3 0.1 0.0
O -1.5850 -2.7700 -1.1319 0.0 0.5 0.8
H -4.5473 -1.1315 -2.7999 -0.1 -0.2 0.3
H -3.8273 -2.2716 -1.6030 0.0 0.3 -0.1
H -4.8716 -0.8846 -1.0342 0.3 -0.2 -0.2
H -3.3747 1.9900 -2.3403 -0.1 0.0 0.3
H -4.4144 1.2901 -1.0351 0.4 0.2 0.0
H -2.7663 1.9481 -0.6450 -0.2 -0.2 -0.2
H -1.6605 0.1725 0.4004 -0.5 -0.2 -0.2
H -2.7954 -1.2792 2.1454 0.3 -0.2 0.3
H -2.1971 -2.0211 4.4913 0.2 -0.1 -0.3
H -0.2452 -3.5529 4.8202 -0.1 0.1 -0.3
H 0.9586 -4.4843 2.8486 -0.4 0.2 0.0
H 0.2102 -3.8492 0.5414 0.0 0.1 0.2
C 3.7465 -2.7641 3.5244 0.2 -0.2 -0.2
N 3.7204 -1.4481 2.9241 0.0 -0.1 0.0
C 4.6441 -0.4856 3.4900 -0.3 0.2 0.2
C 2.8646 -1.1258 1.8857 0.2 0.0 -0.3
C 1.9904 -0.0244 2.0006 -0.1 0.0 -0.2
C 1.1398 0.2950 0.9578 0.7 0.2 0.0
C 1.2388 -0.3591 -0.2871 0.1 -0.4 0.3
C 0.4792 0.0982 -1.4217 0.5 0.0 0.6
C 0.2775 1.4583 -1.6992 -0.4 0.8 -0.3
C -0.3508 1.9611 -2.9246 -0.1 0.4 0.5
C -0.8791 1.3325 -4.0437 -0.1 0.2 -0.7
C -1.5372 2.1196 -5.0030 0.3 -0.5 0.3
C -1.6448 3.5135 -4.8544 0.2 0.2 0.5
C -1.0909 4.1626 -3.7398 -0.2 -0.3 -0.5
C -0.4570 3.3618 -2.7997 -0.2 -0.4 0.2
N 0.0894 3.7281 -1.5638 0.5 -1.2 0.4
C 0.2385 5.0893 -1.0839 0.2 0.4 0.3
C 0.5415 2.6150 -0.9201 -0.3 0.2 -0.9
C 2.1048 -1.4794 -0.3902 -0.5 0.1 0.0
C 2.8747 -1.8784 0.6851 -0.1 0.2 0.3
H 3.0087 -3.4189 3.0443 0.3 0.2 0.1
H 4.7475 -3.2092 3.4344 -0.2 -0.1 0.0
H 3.5062 -2.6991 4.5995 0.0 0.0 -0.3
H 4.6883 0.4197 2.8708 0.0 -0.3 0.2
H 4.3488 -0.2046 4.5120 0.2 0.0 -0.1
H 5.6494 -0.9339 3.5284 -0.2 0.2 0.0
H 1.9556 0.5349 2.9363 -0.1 -0.3 -0.2
H 0.3951 1.0763 1.0983 0.1 -0.2 0.0
H 0.3185 -0.6091 -2.2389 0.0 0.1 0.2
H -0.7524 0.2530 -4.1620 -0.2 0.4 -0.1
H -1.9631 1.6242 -5.8768 0.1 0.3 0.2
H -2.1573 4.1051 -5.6130 0.1 -0.2 0.2
H -1.1475 5.2391 -3.5967 -0.1 -0.2 -0.2
H -0.2856 5.7667 -1.7642 0.2 -0.2 0.3
H -0.1871 5.1897 -0.0763 0.1 0.0 -0.3
H 1.2999 5.3767 -1.0405 -0.3 -0.1 -0.1
H 1.0602 2.6869 0.0274 -0.1 0.2 -0.2
H 2.1658 -2.0196 -1.3400 0.0 0.2 0.3
H 3.5356 -2.7450 0.6124 -0.2 0.3 0.0
```
Forces are in eV/Å.

Results
Calculated total energy: -1668.19449 hartree
Total charge: +1
Frontier orbital gap: 5.82 eV
LUMO level: -4.263 eV
HOMO energy: -10.1 eV
Multiplicity: 1

---

The calculation returns the following energy relative to the best compared isomer or geometry (same formula, charge and spin) values, one per record and in order: 20.9; 0.0; 48.2 kcal/mol.